Model A:
{
  "formula": "C37H45As2N6O8SW",
  "method": "ωB97M-V/def2-TZVPD",
  "symbols": ["W", "C", "C", "C", "C", "C", "C", "C", "N", "C", "N", "C", "C", "C", "C", "C", "C", "C", "N", "C", "C", "C", "C", "C", "C", "C", "H", "H", "H", "H", "H", "H", "H", "H", "H", "H", "H", "H", "H", "H", "H", "H", "H", "H", "H", "H", "H", "H", "N", "N", "C", "N", "S", "H", "H", "H", "H", "H", "C", "O", "C", "O", "C", "C", "As", "C", "C", "C", "As", "C", "C", "O", "O", "C", "C", "O", "O", "C", "C", "O", "O", "C", "H", "H", "H", "H", "H", "H", "H", "H", "H", "H", "H", "H", "H", "H", "H", "H", "H", "H"],
  "xyz": [[-0.9719, 0.1606, 0.1313], [-0.2323, 5.6192, -3.2288], [0.5795, 6.0540, -2.0448], [1.4790, 7.1129, -2.1303], [2.2265, 7.5171, -1.0343], [2.0806, 6.8804, 0.1890], [1.1790, 5.8343, 0.3111], [0.4561, 5.4265, -0.8051], [-0.4846, 4.3450, -0.6747], [-0.1599, 3.0809, -0.4025], [1.1278, 2.7813, -0.2557], [1.7515, 1.6287, 0.2758], [1.0218, 0.4908, 0.6411], [1.7485, -0.5378, 1.2728], [3.1100, -0.4587, 1.4710], [3.8021, 0.6677, 1.0358], [3.1439, 1.7301, 0.4368], [3.9085, 2.9548, 0.0172], [-1.1295, 2.1299, -0.3074], [-2.4965, 2.6030, -0.4365], [-3.1442, 3.0784, 0.7001], [-4.4739, 3.4609, 0.6230], [-5.1493, 3.3553, -0.5887], [-4.4880, 2.8997, -1.7196], [-3.1400, 2.5257, -1.6780], [-2.4309, 2.1192, -2.9406], [0.1038, 6.1262, -4.1304], [-1.2924, 5.8591, -3.1034], [-0.1473, 4.5433, -3.4018], [1.5948, 7.6270, -3.0760], [2.9176, 8.3434, -1.1333], [2.6451, 7.2121, 1.0499], [1.0139, 5.3619, 1.2725], [-1.4385, 4.5170, -0.9564], [1.7404, 3.5799, -0.3730], [1.2348, -1.4213, 1.6358], [3.6383, -1.2614, 1.9684], [4.8728, 0.7333, 1.1823], [4.9782, 2.7713, 0.0818], [3.6905, 3.8095, 0.6644], [3.6975, 3.2478, -1.0149], [-2.5990, 3.1564, 1.6330], [-4.9775, 3.8484, 1.4988], [-6.1884, 3.6488, -0.6587], [-5.0184, 2.8483, -2.6630], [-3.1311, 1.6864, -3.6539], [-1.6301, 1.4047, -2.7663], [-1.9841, 2.9921, -3.4227], [-3.3333, -0.2352, -0.0330], [-3.9457, -0.4119, 1.2228], [-3.2909, -0.1902, 2.3670], [-3.9489, -0.2878, 3.5001], [-1.6137, 0.2404, 2.4274], [-3.7556, 0.5737, -0.4932], [-3.5340, -1.0640, -0.5851], [-4.9339, -0.6206, 1.2227], [-4.9223, -0.5529, 3.5489], [-3.4503, -0.2099, 4.3735], [-1.0398, -3.5714, 5.3305], [-0.3473, -3.6715, 4.0583], [-1.0339, -3.3769, 2.9832], [-2.1179, -2.8316, 2.9457], [-0.3277, -3.7200, 1.7087], [0.3994, -4.8177, 1.4883], [1.2405, -5.4501, -0.1824], [3.1313, -5.3843, 0.3342], [1.2201, -3.7734, -1.2021], [0.2968, -2.8027, -1.1070], [-0.9608, -2.5767, 0.3150], [-2.5553, -3.4966, -0.3234], [0.1771, -1.6848, -2.0374], [-0.4730, -0.6437, -1.7168], [0.6740, -1.8193, -3.2069], [0.6289, -0.7238, -4.1757], [2.2981, -3.7718, -2.2486], [2.3842, -4.6405, -3.0669], [3.1448, -2.7661, -2.0374], [4.3465, -2.7400, -2.8608], [0.4240, -5.8927, 2.5652], [-0.5874, -6.2755, 3.0835], [1.6305, -6.4090, 2.7140], [1.7313, -7.5426, 3.6252], [-0.4725, -4.1903, 6.0159], [-2.0568, -3.9376, 5.2253], [-1.0315, -2.5348, 5.6604], [3.3626, -6.3151, 0.8408], [3.3507, -4.5397, 0.9815], [3.7183, -5.3287, -0.5820], [-2.3132, -4.5447, -0.4908], [-2.8928, -3.0714, -1.2698], [-3.3267, -3.4342, 0.4421], [1.4924, -0.8821, -4.8111], [0.6798, 0.2273, -3.6560], [-0.2917, -0.8283, -4.7431], [4.2251, -1.9671, -3.6157], [4.4972, -3.7063, -3.3306], [5.1667, -2.4912, -2.1953], [2.7092, -7.9718, 3.4415], [0.9388, -8.2530, 3.4112], [1.6532, -7.1833, 4.6476]],
  "charge": 3,
  "homo_ev": [-15.4, -15.6],
  "spin_multiplicity": 3,
  "homo_lumo_gap_ha": [0.2342, 0.2505]
}

Model B:
{
  "formula": "C37H45As2N6O8SW",
  "method": "ωB97M-V/def2-TZVPD",
  "symbols": ["W", "C", "C", "C", "C", "C", "C", "C", "N", "C", "N", "C", "C", "C", "C", "C", "C", "C", "N", "C", "C", "C", "C", "C", "C", "C", "H", "H", "H", "H", "H", "H", "H", "H", "H", "H", "H", "H", "H", "H", "H", "H", "H", "H", "H", "H", "H", "H", "N", "N", "C", "N", "S", "H", "H", "H", "H", "H", "C", "O", "C", "O", "C", "C", "As", "C", "C", "C", "As", "C", "C", "O", "O", "C", "C", "O", "O", "C", "C", "O", "O", "C", "H", "H", "H", "H", "H", "H", "H", "H", "H", "H", "H", "H", "H", "H", "H", "H", "H", "H"],
  "xyz": [[-0.9217, 0.1011, 0.6196], [1.9033, -5.6158, 1.2466], [0.4327, -5.9364, 1.4169], [-0.0400, -7.2419, 1.3472], [-1.3853, -7.5369, 1.5147], [-2.3006, -6.5180, 1.7402], [-1.8565, -5.2095, 1.8192], [-0.5016, -4.9428, 1.6604], [0.0225, -3.6011, 1.8338], [-0.5326, -2.4935, 1.5161], [-1.3081, -2.6749, -0.9609], [-0.9012, -1.6737, -1.8588], [-0.6117, -0.3769, -1.3572], [-0.2985, 0.6415, -2.2906], [-0.2671, 0.3641, -3.6352], [-0.4919, -0.9436, -4.0757], [-0.8074, -1.9840, -3.2095], [-1.0721, -3.3870, -3.7049], [-0.0661, -1.2692, 1.8270], [0.8683, -1.0593, 2.9376], [0.3537, -0.9979, 4.2301], [1.1983, -0.7372, 5.2945], [2.5580, -0.5540, 5.0555], [3.0602, -0.6543, 3.7671], [2.2299, -0.9126, 2.6754], [2.8196, -1.0741, 1.2881], [2.4230, -6.4484, 0.7775], [2.3949, -5.4491, 2.2147], [2.0645, -4.7335, 0.6207], [0.6663, -8.0419, 1.1572], [-1.7213, -8.5680, 1.4805], [-3.3511, -6.7437, 1.8857], [-2.5578, -4.4111, 2.0415], [0.9282, -3.5411, 2.2903], [-1.6884, -3.5270, -1.3522], [-0.0843, 1.6419, -1.9628], [-0.0513, 1.1454, -4.3550], [-0.4328, -1.1588, -5.1397], [-0.8843, -3.4619, -4.7746], [-2.1164, -3.6863, -3.5422], [-0.4293, -4.1213, -3.2068], [-0.6984, -1.2004, 4.3935], [0.8051, -0.6890, 6.3051], [3.2288, -0.3479, 5.8840], [4.1274, -0.5395, 3.5949], [3.6671, -0.4087, 1.1391], [2.1039, -0.8847, 0.4959], [3.1966, -2.0940, 1.1495], [-3.0261, 1.0412, 0.1621], [-3.8960, 0.3320, -0.7069], [-3.7515, -0.9639, -0.9675], [-4.6682, -1.4691, -1.7712], [-2.0292, -2.1577, 0.4524], [-3.5212, 1.2018, 1.0268], [-2.9012, 1.9658, -0.2572], [-4.6556, 0.8966, -1.0600], [-5.4383, -0.9474, -2.1742], [-4.6513, -2.4469, -1.9997], [4.0011, -0.3429, -2.1847], [2.9037, 0.5644, -1.8840], [3.1075, 1.3972, -0.8747], [3.9639, 1.3041, -0.0355], [1.9938, 2.4261, -0.7257], [1.9619, 3.5953, -1.3654], [0.6950, 5.0855, -1.1291], [-0.0830, 5.0959, -2.9226], [-0.7500, 4.1118, -0.2252], [-0.6029, 3.1509, 0.6902], [0.9089, 1.9423, 0.7935], [1.9353, 2.6091, 2.2792], [-1.6632, 2.9023, 1.6968], [-2.6429, 3.5415, 1.9025], [-1.3969, 1.7491, 2.4468], [-2.2502, 1.6417, 3.6425], [-2.0716, 4.8187, -0.4379], [-2.1727, 6.0046, -0.3495], [-3.0285, 3.9678, -0.8426], [-4.3228, 4.5756, -1.1611], [3.0914, 3.9062, -2.3432], [3.9341, 3.1223, -2.6795], [3.0217, 5.1725, -2.7402], [4.0872, 5.6357, -3.6323], [4.7103, 0.1800, -2.8189], [3.5600, -1.1783, -2.7157], [4.4922, -0.6700, -1.2741], [0.5852, 5.6706, -3.5520], [-1.0448, 5.6033, -2.8805], [-0.1950, 4.0914, -3.3203], [1.9647, 3.6832, 2.1585], [2.9326, 2.1921, 2.2153], [1.4562, 2.3282, 3.2113], [-2.0869, 0.6543, 4.0442], [-3.2903, 1.7978, 3.3858], [-1.9385, 2.3983, 4.3529], [-5.0708, 3.8145, -0.9635], [-4.3321, 4.8582, -2.2093], [-4.4923, 5.4447, -0.5386], [3.8117, 6.6424, -3.9160], [4.1497, 4.9869, -4.4973], [5.0309, 5.6287, -3.0990]],
  "charge": 3,
  "homo_ev": [-15.9, -16.1],
  "spin_multiplicity": 3,
  "homo_lumo_gap_ha": [0.2317, 0.2414]
}

Which structure wins on stability? model A wins.

Model A:
{
  "formula": "C4H10NO2",
  "method": "ωB97M-V/def2-TZVPD",
  "symbols": ["C", "C", "C", "O", "N", "C", "O", "H", "H", "H", "H", "H", "H", "H", "H", "H", "H"],
  "xyz": [[0.2199, 0.3562, 1.2571], [0.2714, 1.7494, 0.5900], [-1.1061, 2.0253, -0.0663], [-1.7181, 0.8367, -0.5535], [0.4075, -0.6235, 0.1896], [0.6910, -1.9408, 0.0073], [1.1189, -2.2845, -1.3812], [0.9353, 0.1169, 2.0441], [-0.8263, 0.2307, 1.6237], [0.5465, 2.3988, 1.4406], [1.0607, 1.8866, -0.1519], [-1.7687, 2.5242, 0.6953], [-0.9675, 2.6255, -0.9891], [-1.0296, 0.0938, -0.4117], [-0.1548, -2.6604, 0.1412], [1.4641, -2.3603, 0.6911], [1.5880, -1.4730, -1.6474]],
  "charge": -1,
  "homo_ev": -2.1,
  "homo_lumo_gap_ha": 0.2359
}

Model B:
{
  "formula": "C4H10NO2",
  "method": "ωB97M-V/def2-TZVPD",
  "symbols": ["C", "O", "C", "H", "H", "H", "H", "H", "O", "C", "C", "N", "H", "H", "H", "H", "H"],
  "xyz": [[1.4413, -1.3887, 0.3847], [0.8432, -0.1745, 0.3348], [2.9722, -1.2761, 0.4244], [1.1901, -2.0637, -0.4805], [1.1217, -2.0285, 1.2443], [3.2801, -0.6677, 1.2770], [3.2946, -0.7315, -0.4648], [3.4613, -2.2584, 0.4611], [-4.0172, 1.5060, 0.7741], [-3.2067, 1.0595, -0.0029], [-1.7484, 1.4574, -0.0804], [-1.0964, 0.8476, -1.2240], [-3.4679, 0.2556, -0.7159], [-1.6615, 2.5427, 0.0454], [-1.2709, 1.0476, 0.8208], [-0.9076, 1.5112, -1.9573], [-0.2279, 0.3616, -0.8406]],
  "charge": -1,
  "homo_ev": -3.1,
  "homo_lumo_gap_ha": 0.2593
}

Model C:
{
  "formula": "C4H10NO2",
  "method": "ωB97M-V/def2-TZVPD",
  "symbols": ["C", "O", "C", "H", "H", "H", "H", "H", "C", "C", "N", "O", "H", "H", "H", "H", "H"],
  "xyz": [[1.8249, -0.5035, -0.3933], [1.5934, 0.2055, 0.8229], [2.1553, -2.0083, -0.1133], [2.6583, -0.0295, -0.9506], [0.9737, -0.4122, -1.1053], [2.4975, -2.5533, -1.0048], [1.2193, -2.5348, 0.2212], [2.9275, -2.0443, 0.6726], [-0.9007, 1.6580, 0.6955], [-1.4386, 0.6141, -0.1181], [-2.5315, -0.0789, 0.3415], [-1.0105, 0.3325, -1.2820], [-1.2889, 1.8476, 1.6886], [-0.4786, 2.4553, 0.0695], [0.8885, 0.8748, 0.8734], [-3.1613, 0.5446, 0.8603], [-3.0237, -0.4608, -0.4674]],
  "charge": -1,
  "homo_ev": -2.5,
  "homo_lumo_gap_ha": 0.2462
}

Model D:
{
  "formula": "C4H10NO2",
  "method": "ωB97M-V/def2-TZVPD",
  "symbols": ["C", "C", "O", "H", "H", "H", "H", "C", "N", "C", "O", "H", "H", "H", "H", "H", "H"],
  "xyz": [[1.1917, 0.9147, -3.2708], [0.3180, 0.6231, -2.2514], [0.5248, 1.0147, -1.0038], [1.0174, 0.6147, -4.3006], [2.0242, 1.5670, -2.9516], [-0.6637, 0.1515, -2.4332], [-0.2426, 0.5352, -0.3817], [-0.4123, 0.1847, 2.7779], [0.2049, -0.9979, 2.1134], [-0.6204, -1.3685, 0.9345], [-1.1096, -0.3253, 0.1963], [-0.4102, 1.0929, 2.1599], [0.1426, 0.3520, 3.7102], [-1.4783, -0.0388, 2.9814], [1.1219, -0.6906, 1.7864], [-1.4669, -1.9156, 1.3482], [-0.0046, -2.0641, 0.3361]],
  "charge": -1,
  "homo_ev": -3.9,
  "homo_lumo_gap_ha": 0.2988
}

Which structure wins on stability? model C wins.

Model A:
{
  "formula": "C4H10NO2",
  "method": "ωB97M-V/def2-TZVPD",
  "symbols": ["N", "C", "O", "H", "H", "H", "H", "O", "C", "C", "C", "H", "H", "H", "H", "H", "H"],
  "xyz": [[2.6341, -0.0441, -1.0501], [2.3793, 0.6724, 0.2383], [1.0760, 0.9422, 0.4161], [1.8054, 0.0196, -1.6322], [3.3818, 0.3224, -1.6226], [2.8326, 0.0064, 1.0074], [2.9836, 1.6117, 0.2397], [-2.5882, -2.2826, -0.9270], [-1.8178, -1.6315, -0.2573], [-1.5731, -0.1751, -0.3511], [-1.7753, 0.4688, 1.0337], [-1.2310, -2.1425, 0.5299], [-2.2112, 0.2803, -1.1120], [-0.5247, 0.0482, -0.6012], [-2.7956, 0.3530, 1.4092], [-1.5220, 1.5235, 0.9605], [-1.0541, 0.0274, 1.7188]],
  "charge": -1,
  "homo_ev": -2.8,
  "homo_lumo_gap_ha": 0.2470
}

Model B:
{
  "formula": "C4H10NO2",
  "method": "ωB97M-V/def2-TZVPD",
  "symbols": ["C", "C", "C", "C", "N", "O", "O", "H", "H", "H", "H", "H", "H", "H", "H", "H", "H"],
  "xyz": [[0.7022, -1.5895, -0.7479], [0.3018, -0.4942, 1.5680], [-1.8178, 0.9016, -0.6161], [0.0273, -0.4318, 0.0375], [1.0029, 1.8455, -0.6062], [1.5680, 2.0509, 0.5384], [-1.3771, -0.3952, -0.2508], [1.6122, -1.6817, -0.1955], [0.9100, -1.5607, -1.8243], [0.0785, -2.4782, -0.5435], [-0.3346, -1.0698, 2.1882], [0.2232, 0.4278, 2.1213], [1.4055, -0.7842, 1.7241], [-1.1904, 1.7504, -0.4032], [-2.7736, 1.1335, 0.0212], [-1.9998, 0.9634, -1.7082], [1.6617, 1.4123, -1.3028]],
  "charge": -1,
  "homo_ev": [-2.2, -1.5],
  "homo_lumo_gap_ha": [0.2325, 0.2043]
}

Which structure wins on stability? model A wins.